Below is a cluster of 3 separate species, C19H39B4ClN2O7 in total at a distorted geometry, with properties calculated with the ωB97M-V functional and the def2-TZVPD basis.

Properties
Maximum force in eV Å⁻¹: 5.09
DFT total energy in eV: -52870.988
Relative energy (zero: lowest compared OMol25 entry of this formula, charge and spin) in kJ/mol: 1157.1
Molar mass in g mol⁻¹: 486.23

ORCA input file:
```
! wB97M-V def2-TZVPD RIJCOSX def2/J DEFGRID3
* xyz 0 1
C -3.44780 -1.59877 -2.02228
B -1.84556 -1.43758 -2.42705
O -1.44971 -0.35538 -3.36704
B -0.69561 -2.43685 -1.77114
O -1.03212 -3.02298 -0.42548
B 0.19512 -2.69420 0.37720
C 0.20794 -1.54206 1.58881
O -1.12941 -1.37509 2.17930
C -1.53327 0.03700 2.26489
C -3.09475 0.38747 1.82951
C -3.56075 1.96973 1.87838
C -2.60046 3.23314 2.32693
C -1.06507 2.86423 2.80183
C -0.59552 1.29409 2.75453
O 1.42494 -3.45774 -0.03455
B 1.68495 -2.91325 -1.41420
C 3.25112 -2.47471 -1.73642
C 3.31706 -1.11226 -2.70284
C 3.16747 -1.51328 -4.28631
Cl 5.04115 -0.38135 -2.47503
O 0.62661 -2.72313 -2.42897
H -3.92455 -0.51553 -2.03831
H -3.49158 -2.00892 -0.92637
H -3.98650 -2.33846 -2.75840
H -0.98975 -0.76964 -4.15920
H 0.62248 -0.55664 1.05867
H 1.04692 -1.85835 2.35389
H -3.85859 -0.46476 1.49048
H -4.66295 2.22198 1.53330
H -2.91943 4.36228 2.33437
H -0.28169 3.66388 3.14486
H 0.51954 1.01880 3.07928
H 3.73200 -3.40219 -2.31090
H 3.84650 -2.27796 -0.74311
H 2.57231 -0.26754 -2.33940
H 2.90115 -0.50148 -4.86071
H 4.19956 -1.87740 -4.70047
H 2.30188 -2.28611 -4.50937
C 6.96387 -4.00662 4.16375
O 7.30013 -3.22279 3.02896
C 7.26256 -3.93372 1.78817
C 5.85194 -4.05182 1.16563
C 4.97613 -5.10511 1.83791
N 5.14658 -2.76158 1.18225
H 7.30738 -5.04128 4.06895
H 5.88593 -3.97490 4.33328
H 7.44718 -3.56156 5.03886
H 7.88659 -3.35279 1.09850
H 7.74230 -4.91452 1.88729
H 5.97972 -4.35863 0.12043
H 4.59478 -4.78087 2.80981
H 4.10334 -5.32960 1.21323
H 5.52792 -6.04015 1.98203
H 5.69509 -2.08318 0.65375
H 5.18656 -2.40661 2.14317
C -6.25577 5.72611 1.01130
O -5.16804 5.10887 0.33970
C -5.51337 4.49963 -0.90768
C -5.56539 5.48101 -2.10165
C -6.82674 6.33929 -2.12961
N -4.38735 6.36083 -2.12687
H -7.19535 5.18539 0.86187
H -6.35499 6.76353 0.68631
H -6.03096 5.73751 2.08219
H -4.71962 3.76974 -1.10706
H -6.44379 3.92699 -0.81635
H -5.56395 4.88066 -3.01951
H -6.81101 7.13917 -1.38456
H -6.93862 6.81975 -3.10891
H -7.72002 5.72944 -1.95738
H -3.55004 5.78278 -2.19889
H -4.30661 6.78602 -1.19753
*
```